DFT (wB97M-V/def2-TZVPD) results for C34H35AsBiN7O3S2 as an isolated structure.

XYZ file:
```
83
Properties=species:S:1:pos:R:3:mulliken_charge:R:1
Bi -0.36 0.30 0.91 1.1829
C -4.19 2.68 -0.29 -1.7416
C -3.41 1.74 0.62 2.0164
C -4.14 1.56 1.95 -2.0127
O -2.08 2.29 0.88 -0.3695
C -3.22 0.40 -0.10 -0.0131
O -4.17 -0.26 -0.38 -0.5535
O -1.96 0.06 -0.42 -0.5306
H -4.26 3.67 0.16 0.4206
H -5.20 2.28 -0.42 0.4130
H -3.74 2.76 -1.28 0.3322
H -4.46 2.53 2.33 0.5671
H -3.50 1.09 2.70 0.5002
H -5.03 0.95 1.80 0.4329
H -2.17 2.96 1.57 0.2809
S 3.84 -1.62 -2.94 0.0123
C 5.44 -2.10 -3.31 -0.5094
C 5.89 -3.03 -2.43 -0.5326
C 4.93 -3.36 -1.44 -0.7407
C 3.76 -2.67 -1.57 0.3498
C 2.56 -2.77 -0.72 0.1697
C 1.69 -1.69 -0.58 0.9311
N 0.63 -1.70 0.21 -0.1070
C 0.31 -2.83 0.90 -0.3393
C 1.11 -3.98 0.78 0.9552
C 0.72 -5.18 1.46 -1.1161
C -0.42 -5.24 2.18 -1.2150
C -1.27 -4.08 2.29 1.1002
C -2.50 -4.12 2.96 -0.5275
C -3.31 -3.01 3.01 0.4191
C -2.81 -1.83 2.41 0.1977
N -1.64 -1.76 1.80 0.2279
C -0.89 -2.88 1.70 -0.3871
C -4.63 -3.02 3.65 0.4271
C -5.29 -4.09 4.19 -0.5585
C -6.56 -3.75 4.72 -0.5953
C -6.85 -2.43 4.57 -0.3540
S -5.59 -1.59 3.79 -0.1117
C 2.25 -3.91 -0.02 -0.7037
H 5.94 -1.68 -4.17 0.4676
H 6.87 -3.48 -2.50 0.4590
H 5.11 -4.08 -0.65 0.4347
H 1.88 -0.77 -1.11 -0.4324
H 1.36 -6.06 1.37 0.4691
H -0.72 -6.15 2.67 0.4694
H -2.81 -5.04 3.43 0.4480
H -3.39 -0.93 2.45 -0.5861
H -4.89 -5.09 4.21 0.3511
H -7.23 -4.46 5.19 0.4215
H -7.73 -1.90 4.88 0.4514
H 2.87 -4.80 -0.12 0.5811
N 5.52 1.07 -0.45 -0.5983
N 4.52 0.82 0.46 0.9232
N 4.78 0.63 1.73 -1.0363
C 3.54 0.50 2.22 -0.2993
N 2.61 0.60 1.27 -0.3637
N 3.27 0.82 0.13 0.2330
H 6.40 0.78 -0.04 0.3396
H 5.30 0.58 -1.31 0.2249
H 3.34 0.32 3.26 0.4540
C -1.05 2.50 -2.27 -1.4031
As 0.49 1.80 -1.35 0.8122
C 1.40 0.97 -2.84 -1.1568
C 1.42 3.45 -0.87 -1.0299
C 1.51 4.40 -2.03 0.2069
C 0.67 5.50 -2.10 -0.4424
C 0.75 6.38 -3.18 -0.6907
C 1.68 6.16 -4.18 -0.4744
C 2.54 5.07 -4.11 -0.7682
C 2.46 4.20 -3.04 -0.0154
H -0.68 3.01 -3.16 0.6592
H -1.57 3.22 -1.64 0.2840
H -1.72 1.69 -2.55 0.4906
H 1.39 1.69 -3.65 0.7061
H 0.82 0.09 -3.12 0.4616
H 2.42 0.69 -2.58 -0.0597
H 2.40 3.21 -0.45 0.4782
H 0.82 3.87 -0.06 0.5708
H -0.06 5.68 -1.32 0.3743
H 0.09 7.23 -3.22 0.4112
H 1.75 6.85 -5.01 0.4087
H 3.28 4.91 -4.88 0.4083
H 3.15 3.37 -2.97 0.4394
```

energy relative to the best compared isomer or geometry (same formula, charge and spin) = 10.6 kJ/mol
HOMO energy = -12.774 eV
electronic energy = -5171.9091 hartree
orbital gap = 6.8 eV
total charge = +2
LUMO level = -5.989 eV

DFT (wB97M-V/def2-TZVPD) results for a 2-piece molecular cluster, C28H20F3NO overall.

XYZ file:
```
53
Properties=species:S:1:pos:R:3:mulliken_charge:R:1
F -0.16 -2.99 -1.56 -0.2728
C -0.42 -2.92 -0.21 0.8815
F -1.78 -3.05 -0.08 -0.2728
F 0.13 -4.05 0.34 -0.2587
C 0.12 -1.67 0.43 0.1613
C -0.50 -1.16 1.58 -0.5830
C 0.05 -0.07 2.22 -0.8390
C 1.27 0.53 1.76 1.1923
C 1.92 1.59 2.46 -0.6609
C 2.98 2.28 1.88 0.2148
N 3.82 3.00 1.46 -0.6728
C 1.81 0.03 0.53 -0.6441
C 1.26 -1.08 -0.09 -0.6990
H -1.40 -1.64 1.95 0.4066
H -0.48 0.38 3.07 0.3273
H 1.48 2.00 3.37 0.4135
H 2.66 0.54 0.06 0.3391
H 1.71 -1.48 -0.99 0.3988
C 4.09 7.75 8.95 -0.4645
C 4.61 6.65 9.65 -0.5648
C 5.52 5.78 9.02 -0.3043
C 5.91 6.07 7.71 0.6121
O 6.74 5.17 7.02 -0.4641
C 6.16 3.96 6.64 0.3585
C 5.73 3.83 5.31 -0.3681
C 5.03 2.71 4.96 -0.6539
C 4.81 1.62 5.85 0.6811
C 4.03 0.54 5.34 -0.3543
C 3.65 -0.67 5.96 0.8140
C 3.15 -1.72 5.12 -0.5130
C 2.81 -2.97 5.63 -0.6055
C 2.99 -3.23 7.00 -0.3721
C 3.48 -2.23 7.85 -0.6366
C 3.72 -0.94 7.36 -0.2950
C 5.46 1.71 7.12 -0.7583
C 5.99 2.91 7.56 -0.5175
C 5.45 7.20 7.02 -0.4013
C 4.50 8.02 7.63 -0.3821
H 3.38 8.41 9.44 0.3636
H 4.32 6.45 10.67 0.3598
H 5.89 4.89 9.51 0.2830
H 5.90 4.65 4.61 0.4624
H 4.68 2.62 3.92 0.2599
H 3.75 0.64 4.29 0.1338
H 3.07 -1.53 4.04 0.3735
H 2.42 -3.75 4.98 0.4096
H 2.73 -4.21 7.41 0.3771
H 3.66 -2.44 8.91 0.3756
H 3.96 -0.13 8.05 0.5889
H 5.60 0.83 7.75 0.5650
H 6.29 3.06 8.60 0.4273
H 5.80 7.39 6.00 0.4287
H 4.10 8.87 7.09 0.3492
```

energy relative to the best compared isomer or geometry (same formula, charge and spin) = 53.8 kJ/mol
HOMO energy = -6.035 eV
electronic energy = -1508.4522 hartree
orbital gap = 2.9 eV
total charge = 0
LUMO level = -3.105 eV

DFT (wB97M-V/def2-TZVPD) results for a 8-piece molecular cluster, H16O8 overall.

XYZ file:
```
24
Properties=species:S:1:pos:R:3:mulliken_charge:R:1
O -0.43 3.13 -0.59 -0.6232
H -0.20 2.22 -0.41 0.3495
H 0.22 3.52 -1.17 0.3073
O -2.31 -0.46 -0.86 -0.7349
H -2.94 -0.11 -0.21 0.3177
H -2.61 -1.32 -1.21 0.3338
O -1.04 0.20 3.65 -0.6323
H -0.32 -0.15 2.97 0.3246
H -0.56 1.02 3.81 0.3058
O 1.73 -2.72 0.03 -0.5812
H 1.15 -2.78 -0.59 0.2497
H 2.43 -2.74 -0.61 0.3045
O 0.80 -1.31 2.16 -0.6795
H 1.01 -1.75 1.40 0.2822
H 1.65 -0.89 2.30 0.3811
O -2.20 1.28 -3.12 -0.6956
H -2.31 2.16 -2.66 0.3267
H -2.06 0.60 -2.22 0.3818
O 2.89 0.37 -0.78 -0.6217
H 3.09 -0.06 -1.54 0.2689
H 1.92 0.22 -0.62 0.4819
O 0.18 0.21 -0.03 -0.9226
H -0.58 -0.36 -0.46 0.4347
H 0.50 -0.30 0.77 0.4409
```

energy relative to the best compared isomer or geometry (same formula, charge and spin) = 364.2 kJ/mol
HOMO energy = -10.516 eV
electronic energy = -611.4439 hartree
orbital gap = 10.2 eV
total charge = 0
LUMO level = -0.324 eV

DFT (wB97M-V/def2-TZVPD) results for C2H3LiO2Tb as an isolated structure.

XYZ file:
```
9
Properties=species:S:1:pos:R:3:mulliken_charge:R:1
H 1.31 1.67 -0.60 0.0970
O 0.44 -0.26 1.26 -0.9956
C 0.66 0.16 -0.02 -0.4097
C -0.39 -0.10 -0.85 0.0306
O -1.46 -0.79 -0.40 -0.8337
Li -1.22 0.82 1.68 1.0203
Tb -0.85 -2.06 1.24 1.3684
H 1.99 0.19 -0.47 0.2973
H -0.47 0.38 -1.83 0.4255
```

energy relative to the best compared isomer or geometry (same formula, charge and spin) = 201.9 kJ/mol
HOMO energy (alpha / beta) = -11.982 / -9.796 eV
electronic energy = -1060.0585 hartree
orbital gap (alpha / beta) = 7.5 / 4.6 eV
total charge = +1
LUMO level (alpha / beta) = -4.445 / -5.242 eV
2S+1 = 7